7
Properties=species:S:1:pos:R:3:nbo_charge:R:1 method="wB97M-V/def2-TZVPD" spin_multiplicity=1 relative_energy_kcal_mol=79.9 gap_ev=8.92
Cl -4.669 1.086 0.483 0.0079
O 2.349 -0.618 -1.767 -0.3158
O 0.566 -1.007 0.945 -0.9816
Cl -3.237 -0.298 0.918 -0.0043
O 2.595 0.693 0.030 -0.3991
N 1.988 -0.038 -0.761 0.2535
P 0.408 0.182 0.152 1.4395

***

5
Properties=species:S:1:pos:R:3:nbo_charge:R:1 method="wB97M-V/def2-TZVPD" total_charge=-1 spin_multiplicity=1 smiles="O=P([O-])(Cl)Cl" relative_energy_kcal_mol=0.0 gap_ev=9.13
O 0.800 1.021 0.837 -1.1356
Cl 0.613 -1.706 0.504 -0.3382
P -0.136 0.101 0.159 2.0011
Cl 0.418 0.328 -1.920 -0.4398
O -1.695 0.256 0.420 -1.0875

***

7
Properties=species:S:1:pos:R:3:nbo_charge:R:1 method="wB97M-V/def2-TZVPD" s2=2.012 spin_multiplicity=3 relative_energy_kcal_mol=0.0 gap_ev="8.87 / 8.35"
Cl 1.708 1.050 1.309 -0.2195
O 0.758 1.336 -1.550 -0.8166
S 0.942 0.351 -0.564 1.8394
S -1.768 -0.224 0.629 0.9967
O -1.424 -0.890 1.851 -0.7537
O 1.632 -0.838 -0.866 -0.8221
Cl -2.051 1.809 0.817 -0.2242

***

8
Properties=species:S:1:pos:R:3:lowdin_charge:R:1 method="wB97M-V/def2-TZVPD" total_charge=-2 spin_multiplicity=1 relative_energy_kcal_mol=0.0 gap_ev=3.48
Cl -1.087 0.476 -2.678 -0.3113
O 0.958 0.078 -0.169 -0.5116
O 1.476 -1.712 1.053 -0.4630
Cl -0.387 2.980 2.147 -0.5104
O 0.384 -1.960 -0.954 -0.4589
Y -0.650 1.618 -0.348 1.0436
P 0.277 -1.133 0.289 -0.2584
O -0.971 -0.348 0.660 -0.5300

***

11
Properties=species:S:1:pos:R:3:nbo_charge:R:1 method="wB97M-V/def2-TZVPD" spin_multiplicity=1 relative_energy_kcal_mol=0.0 gap_ev=6.54
O 0.053 -2.282 -2.174 -0.7634
O 0.915 0.887 0.685 -0.9444
O -1.123 -1.197 -0.457 -1.0547
O -2.229 -1.553 -2.495 -0.8182
O -1.810 -3.357 -1.155 -0.8094
O 1.125 1.975 2.716 -0.8529
Cl 1.570 2.043 1.341 2.5269
Pb -1.477 0.494 1.305 1.7375
O 1.249 3.268 0.671 -0.7998
O 2.972 1.855 1.187 -0.7779
Cl -1.245 -2.133 -1.624 2.5562

***

8
Properties=species:S:1:pos:R:3:nbo_charge:R:1 method="wB97M-V/def2-TZVPD" s2=2.025 spin_multiplicity=3 relative_energy_kcal_mol=12.9 gap_ev="7.15 / 6.40"
Cl 0.496 0.517 -1.896 0.0245
Cl -2.229 0.830 -0.831 0.0018
N 0.701 -0.872 0.692 -0.5982
H 0.691 -1.400 1.527 0.4147
H 1.511 -0.593 -0.051 0.4015
N -0.681 -0.151 -0.816 -0.1881
Cl -0.043 2.108 0.999 -0.0457
N -0.446 -0.439 0.376 -0.0106

***

9
Properties=species:S:1:pos:R:3:nbo_charge:R:1 method="wB97M-V/def2-TZVPD" spin_multiplicity=1 relative_energy_kcal_mol=48.1 gap_ev=6.12
Si 2.157 -0.042 -0.235 0.2766
H -2.880 -1.043 0.840 -0.1870
Cl 4.296 -0.200 -0.045 -0.4092
Cl -1.450 -0.949 -1.590 -0.3277
Cl -2.926 1.597 -0.174 -0.3665
H -0.869 0.233 1.019 -0.1925
H 1.771 -1.176 -0.882 -0.1629
Si -2.070 -0.213 0.107 1.0824
Si 1.972 1.794 0.960 0.2870

***

10
Properties=species:S:1:pos:R:3:nbo_charge:R:1 method="wB97M-V/def2-TZVPD" total_charge=-2 spin_multiplicity=1 relative_energy_kcal_mol=57.9 gap_ev=7.03
Cl 3.131 0.697 0.088 -0.9948
Cl -2.118 1.399 4.364 -0.9891
H 1.082 2.322 -2.893 0.4870
H 1.247 2.799 -4.320 0.4519
O 0.041 -2.973 2.144 -0.9363
Li -1.021 0.180 0.990 0.9692
H -0.270 -3.634 2.763 0.4644
O 0.591 2.485 -3.698 -0.9392
Cl -3.657 -0.117 -1.484 -0.9863
H 0.975 -3.157 2.044 0.4731